{
  "formula": "C22H30F2N8O6",
  "method": "ωB97M-V/def2-TZVPD",
  "elements": ["C", "C", "O", "C", "O", "O", "F", "H", "H", "H", "C", "C", "O", "C", "O", "O", "F", "H", "H", "H", "C", "C", "N", "H", "H", "H", "C", "C", "N", "H", "H", "H", "C", "C", "N", "H", "H", "H", "C", "C", "N", "H", "H", "H", "C", "C", "N", "H", "H", "H", "C", "C", "N", "H", "H", "H", "C", "C", "N", "H", "H", "H", "C", "C", "N", "H", "H", "H"],
  "xyz": [[-8.00994, -7.17764, -21.65312], [-7.55363, -8.41323, -20.77089], [-8.66955, -8.62214, -19.97733], [-9.48294, -7.55931, -19.99850], [-10.42792, -7.44918, -19.28661], [-9.03582, -6.67660, -20.83786], [-6.48582, -8.19863, -20.01379], [-8.57872, -7.45959, -22.53918], [-7.29644, -6.39452, -21.90952], [-7.34983, -9.30540, -21.36301], [-1.24190, -9.29391, -19.15680], [-0.34487, -9.96706, -20.13845], [-1.04370, -9.91451, -21.40495], [-2.14448, -9.25546, -21.21841], [-2.83992, -8.74497, -22.13647], [-2.40006, -9.13528, -19.92762], [-0.04685, -11.19635, -19.73636], [-0.83860, -8.33666, -18.82646], [-1.43958, -9.92125, -18.28762], [0.57087, -9.38106, -20.21686], [-3.62259, -6.47192, -22.80713], [-3.33286, -6.52445, -24.28361], [-3.08719, -6.51178, -25.40544], [-2.65017, -6.35330, -22.32918], [-3.98594, -7.45932, -22.52229], [-4.35103, -5.71783, -22.50913], [-6.97129, -7.22985, -23.75623], [-5.83865, -8.12384, -23.97432], [-4.88343, -8.78487, -24.18547], [-6.82451, -6.91897, -22.72186], [-7.91870, -7.75392, -23.88219], [-6.94143, -6.37073, -24.42641], [-4.76033, -13.28882, -20.96354], [-4.69048, -12.59225, -22.19049], [-4.53770, -11.93958, -23.11088], [-5.31321, -14.22323, -21.06002], [-5.10708, -12.77968, -20.06429], [-3.75111, -13.60895, -20.70451], [-6.48677, -10.92054, -24.26527], [-7.39762, -10.13491, -23.38367], [-8.15058, -9.51755, -22.71835], [-5.77714, -11.54710, -23.72493], [-5.95444, -10.23448, -24.92409], [-7.01144, -11.58365, -24.95310], [-4.08687, -7.57425, -19.15134], [-4.70530, -7.42596, -20.43894], [-5.17373, -7.33453, -21.44747], [-4.81371, -7.60379, -18.33960], [-3.28705, -6.86149, -18.95045], [-3.62411, -8.55982, -19.10003], [-4.86949, -9.51858, -22.07357], [-4.53636, -10.03497, -20.71049], [-4.32230, -10.39049, -19.61213], [-5.04084, -10.34397, -22.76457], [-4.13902, -8.79410, -22.43364], [-5.78902, -8.95115, -21.93013], [-2.90699, -11.67522, -18.82932], [-2.45389, -11.84252, -20.26578], [-2.13715, -11.95621, -21.35646], [-2.28800, -10.96109, -18.28620], [-2.77882, -12.59125, -18.25263], [-3.92632, -11.29257, -18.88066], [-6.40666, -10.93451, -18.85190], [-6.74958, -11.59631, -20.22730], [-6.96446, -12.12824, -21.20810], [-7.20972, -10.86796, -18.11789], [-6.12780, -9.89039, -18.99383], [-5.62358, -11.46245, -18.30769]],
  "forces_ev_per_a": [[-2.4344, -0.2344, 2.6232], [-1.0311, -0.0166, -1.5182], [0.5727, -1.0866, 0.2304], [-0.8163, -0.0672, 1.5397], [-0.3394, -0.0007, -0.0341], [-0.6431, 2.3580, 0.2488], [-2.5074, -0.5856, 3.9207], [0.4847, 0.0013, 1.0475], [-1.4210, 0.7636, 2.8055], [-0.0633, 0.6641, 1.3407], [0.2843, 0.6219, 0.2081], [1.1866, 1.0809, -0.5976], [2.9000, 0.5463, 0.4693], [-1.7274, 2.4815, -4.0735], [9.1114, -2.0352, 4.5461], [1.8495, 0.8024, -0.0443], [0.5579, -1.0258, -0.1628], [-0.1453, 0.1584, -0.1239], [0.5377, 0.8160, -0.2556], [0.2338, -0.4090, -0.5532], [1.6568, 0.2543, -3.0269], [-0.0810, 0.9682, 1.0563], [0.0003, -0.0501, -0.0243], [-0.1271, 0.3132, 0.2746], [0.9488, 2.3620, -1.4518], [0.4582, 0.1471, -0.5614], [1.8517, -0.5026, -2.2393], [2.8194, -1.0010, -2.7284], [-3.3302, 3.4638, -1.2704], [1.4925, -0.7338, -3.3498], [0.7672, 0.2121, -0.5882], [0.2775, 0.0716, -0.0627], [1.2254, -2.6386, 1.6913], [0.3365, -0.1007, 0.5540], [2.7696, -2.1394, -0.1754], [-0.3592, 0.1831, -0.0634], [0.2924, -0.1263, -0.7753], [0.0217, -0.2436, -0.3576], [-2.3770, 0.6027, -1.1728], [-1.9950, -0.0069, 0.2398], [0.8034, -3.8670, -4.4855], [-1.2671, 0.6914, -0.6403], [-0.1198, -0.4507, 0.3223], [-0.7033, -0.0514, 0.3242], [-0.2223, -0.1345, 1.7134], [3.3702, 1.7276, 3.2669], [-2.1343, 2.9525, -0.5615], [-0.2705, 0.7068, -0.1124], [-0.2771, 0.3093, -0.1097], [-1.1461, 1.3279, 0.4317], [-3.1956, -2.6080, 1.4539], [-0.2213, -1.1945, 0.8736], [-5.0466, 7.1059, -7.4864], [0.5224, 0.9582, 1.0145], [-2.5495, -2.4077, 0.4026], [0.3377, -1.3712, -0.2340], [4.1556, -4.4262, 0.7592], [-0.3537, -0.7128, 3.0041], [-0.1338, -1.0223, -0.4918], [-0.9365, -0.7787, -0.3311], [0.3190, -0.5424, -0.3521], [1.0261, -2.1419, 1.7935], [-2.0063, -0.3769, -0.2750], [-0.4295, 2.0889, 4.1439], [-1.3383, -0.0081, -1.0936], [-0.8448, -0.6415, -0.5859], [-0.3795, -0.7344, 0.0654], [-0.1970, -0.2668, -0.3952]],
  "nbo_charge": [-0.13, 0.46, -0.50, 0.97, -0.58, -0.48, -0.38, 0.23, 0.21, 0.22, -0.12, 0.44, -0.44, 1.04, -0.61, -0.52, -0.31, 0.21, 0.21, 0.17, -0.71, 0.30, -0.36, 0.23, 0.30, 0.24, -0.74, 0.36, -0.41, 0.25, 0.26, 0.26, -0.74, 0.43, -0.40, 0.27, 0.25, 0.26, -0.78, 0.43, -0.52, 0.29, 0.28, 0.25, -0.76, 0.42, -0.50, 0.25, 0.24, 0.30, -0.92, 0.63, -0.68, 0.32, 0.37, 0.29, -0.75, 0.29, -0.37, 0.20, 0.24, 0.31, -0.69, 0.32, -0.37, 0.26, 0.27, 0.23],
  "largest_force_ev_per_a": 11.5,
  "homo_energy_ev": -9.559,
  "relative_energy_kj_mol": 1958.3,
  "homo_lumo_gap_ev": 9.41,
  "total_energy_ha": -1944.65793
}